1.
Molecular formula: C32H31Br36F13N3OP
Method: DFT, the ωB97M-V functional and the def2-TZVPD basis

```
117
Properties=species:S:1:pos:R:3:forces:R:3
H -4.414166 7.626509 -5.346942 0.0 0.0 0.0
C -3.892386 7.006420 -6.061163 0.0 0.0 0.0
Br 0.576510 -3.272610 5.124135 0.1 0.0 -0.1
H -8.662061 2.921977 -1.608560 0.0 0.0 0.0
C 3.466875 2.175534 -2.674648 0.4 -0.8 0.5
C 2.672877 -1.554691 -0.596796 -0.7 0.8 -0.1
Br 5.603882 -3.378622 7.789440 0.0 0.0 0.0
Br -6.764249 3.991660 -0.445262 -0.5 -0.4 -0.3
C 5.981595 1.841032 -2.612017 -0.5 0.3 0.9
H 6.530376 -0.995592 -2.367870 -0.3 -0.1 -0.1
C -1.807520 -0.243349 -0.034669 0.0 0.1 0.2
Br 8.869292 2.399965 8.363760 0.0 0.0 0.0
F -3.492093 4.993625 -2.742824 -0.1 -0.2 0.3
H 5.633160 -1.819287 5.881239 0.0 0.0 0.0
Br 6.242539 1.273711 3.845568 0.0 -0.1 0.0
C -1.614840 4.113174 -1.567143 0.5 0.6 -0.4
F -4.727038 5.852519 -0.350410 0.6 -0.1 -0.3
Br -7.102707 -2.668981 -0.577626 0.0 0.0 0.0
Br -9.095140 -2.078133 -2.993172 0.0 0.0 0.0
C -6.055197 -12.188527 3.948461 0.0 0.0 -0.1
H 5.949577 4.993522 -3.728419 -0.1 0.0 -0.2
C 2.480673 -3.418942 4.915585 0.0 -0.1 0.1
H 5.415059 3.755130 -1.804815 -0.1 0.0 0.0
F -2.538993 -2.287218 0.842049 -0.1 0.0 0.0
Br -0.065115 -5.638448 -3.137121 0.0 0.0 0.0
C -7.353201 -2.708568 -2.484368 0.1 0.1 0.0
C -1.202790 3.205133 -2.789312 0.7 0.3 -0.2
H 5.340978 3.601688 -4.390042 -0.1 0.2 0.0
C -3.099508 4.553850 -1.548014 0.1 -0.3 0.9
H 4.030949 0.031384 1.384929 0.0 0.1 -0.3
O 6.520196 -0.165198 -0.084611 0.1 -0.1 -0.2
Br 9.797538 2.365510 5.316351 0.0 0.0 0.0
C 1.871228 0.577834 -1.696829 1.0 -0.4 0.2
Br -0.391793 -1.128179 -3.679951 0.1 -0.5 -0.8
F -3.145413 -1.847597 -1.188787 0.0 0.0 -0.1
H -2.226406 0.117745 -2.106486 -0.1 0.2 -0.1
C 2.133595 1.786143 -2.369506 0.3 0.1 -0.2
H 5.409166 -2.122091 -0.782089 -0.2 -0.1 -0.6
H -1.441632 -7.190587 -1.793135 0.0 0.0 0.0
F -2.947212 5.256628 0.707430 0.2 0.1 0.0
N 0.613186 0.178963 -1.353116 0.3 1.2 -0.3
H 1.752013 -1.970442 -1.009238 0.0 -0.1 0.1
Br 3.293277 -1.698437 4.611078 0.0 0.0 0.0
C 2.977109 -0.261629 -1.331735 0.9 -0.2 -0.4
Br -9.521589 5.147392 2.856507 0.0 0.0 0.0
F -2.260481 2.586556 -3.350402 -0.2 -0.2 0.3
C -3.221523 -7.963252 2.672611 0.0 0.0 0.0
C -0.854521 -1.564792 -5.500853 0.0 -0.1 0.1
P 5.776406 -0.831279 -1.189198 0.1 0.7 1.3
C 4.294068 0.133169 -1.638343 -1.1 -0.1 -0.5
H -0.868449 -0.250593 0.518420 0.1 0.0 -0.1
Br 7.370677 -0.770058 7.286074 0.0 0.0 0.0
H -2.349112 1.535106 -1.085355 0.0 0.1 -0.1
F -2.866250 6.813111 -0.816756 0.2 0.0 0.0
H 6.603722 1.426096 -1.818405 0.2 -0.2 -0.2
N 1.112891 2.615926 -2.737784 -0.2 -0.3 0.3
C -0.085817 2.233544 -2.401887 0.5 -0.3 0.0
F 1.068155 -1.405238 1.212550 -0.1 -0.2 -0.1
H 7.541835 2.159429 6.294583 0.0 0.0 0.0
Br -3.729929 -6.171881 2.190859 0.0 -0.1 0.1
F -3.795236 3.463582 -1.174037 -0.3 -0.1 -0.3
Br 0.551352 -1.070625 -6.718294 0.0 0.0 0.0
H 6.316392 1.484375 -3.586692 0.1 0.0 0.0
Br -6.834614 1.430556 -2.326646 0.0 0.0 0.0
Br -5.150427 5.695116 -6.697886 0.0 0.0 0.0
Br -1.316909 -8.145251 2.886968 0.0 0.0 0.0
C -2.142650 -1.688090 -0.303131 0.1 -0.2 0.4
C -1.371142 -6.112554 -1.799746 0.0 0.0 0.1
F -1.095403 -2.397153 -0.749034 0.0 0.1 -0.3
C 4.554587 1.386688 -2.310722 -0.9 0.2 -0.4
Br -7.194835 -12.167685 2.398807 0.0 0.0 0.0
F -0.711546 4.041701 -3.727388 -0.2 0.0 -0.1
Br -3.114924 -5.432162 -2.226790 -0.1 0.1 -0.1
Br -6.350849 4.917745 2.818958 0.1 0.1 0.4
Br -6.744756 -13.337323 5.328259 0.0 0.0 0.0
H 6.652668 3.480377 2.819241 0.0 0.0 0.0
Br -5.727316 -10.409712 4.605815 -0.1 0.0 0.1
H 3.596678 3.114201 -3.196461 0.0 0.0 0.1
C 2.947520 -0.008825 1.457917 -0.4 -0.6 0.7
C 8.381063 2.795201 6.544381 0.0 0.0 -0.1
Br 2.961017 -4.670260 3.535167 0.0 0.0 0.0
Br -2.423581 6.179085 -5.136469 0.1 0.2 -0.4
Br -3.921360 -9.252285 1.429170 0.1 0.0 -0.1
Br 4.968968 2.579786 1.248150 0.1 0.4 0.0
Br 7.558057 -3.235819 5.276799 0.0 0.0 0.0
Br -7.940657 4.507029 5.548759 0.0 0.0 -0.1
C 6.158479 3.363532 -2.508284 -0.2 0.0 -0.3
C -7.978643 4.301533 3.635672 0.0 0.0 0.0
F -0.853205 5.227993 -1.625604 0.0 0.0 -0.1
H -2.555776 0.113454 0.672744 -0.2 0.0 -0.2
H 7.126889 3.587896 -2.059566 0.1 0.0 -0.2
Br -6.974484 -4.446458 -3.217865 0.0 0.0 0.0
H 2.880647 -3.799582 5.845107 0.0 0.0 0.0
H -0.973019 -2.637262 -5.564966 0.0 0.0 0.0
H 2.935309 -2.134543 1.446336 -0.3 -0.1 0.1
N 6.080912 3.996633 -3.828518 0.3 -0.1 0.3
F -1.287070 3.505584 -0.410483 -0.3 -0.2 0.0
H -8.057217 3.243710 3.428091 0.0 0.0 0.0
Br -2.539284 -0.772755 -5.994448 0.0 0.0 0.0
C -1.755849 0.651468 -1.282277 0.4 -0.5 0.3
C 2.426888 -1.324411 0.916009 0.7 0.1 -0.2
C -3.396220 5.646774 -0.482213 -0.6 0.4 0.2
C 5.742395 2.917524 2.970710 0.0 0.0 0.0
C 6.429723 -2.241364 6.474373 0.1 0.0 -0.1
Br -0.830112 -5.559761 -0.041680 0.2 -0.1 -0.1
Br 7.787361 4.615470 6.336624 0.1 -0.1 0.0
Br -8.519016 1.465671 0.384982 0.0 0.0 0.0
C -7.817067 2.514611 -1.072729 0.0 0.1 0.0
C -0.334319 1.008141 -1.695884 -1.2 0.2 0.7
Br -3.289665 8.161320 -7.479443 0.0 0.0 0.0
H -5.102818 -12.594137 3.639373 0.0 0.0 0.0
Br 4.599734 3.982020 4.093338 -0.1 0.0 -0.1
H 2.454512 0.862845 1.032983 0.2 0.0 -0.3
H -6.635578 -2.022438 -2.911473 0.0 0.0 0.0
H 3.449670 -2.285600 -0.769475 0.1 -0.1 0.2
H 2.709861 0.003508 2.523421 0.0 0.1 0.0
H -3.667461 -8.174798 3.634109 0.0 0.0 0.0
```
Positions in Å, forces in eV/Å.

DFT total energy: -95781.523784 hartree
orbital gap: 8.13 eV
HOMO: -9.29 eV
charge: 0

Results of the Löwdin charge analysis, in e, for atoms 1 through 5: -0.029, -1.638, 0.600, -0.026, 0.046

2.
Molecular formula: C32H31BrN3OP2Pt
Method: DFT, the ωB97M-V functional and the def2-TZVPD basis

```
71
Properties=species:S:1:pos:R:3:forces:R:3
H 1.795717 -1.692517 -6.042892 0.0 0.0 -0.1
H 2.257196 -3.435988 1.313066 0.0 0.0 0.0
H 0.447825 -3.812370 -1.565203 0.0 -0.1 -0.1
C 1.968713 0.570975 -0.492468 -0.7 -0.1 -0.1
P 0.836658 -1.948008 -0.040828 0.4 0.3 0.0
C 2.492740 1.428368 -3.850611 -0.1 0.1 0.0
C -1.820356 0.625136 3.450717 -0.5 0.2 0.7
C -1.570192 1.764437 -1.736790 0.3 -0.2 0.2
C 1.272093 -2.980974 1.414213 -0.2 0.1 -0.2
H 5.562344 -0.589737 0.260357 0.1 -0.1 0.0
P 0.146677 1.214920 -1.026154 -0.1 0.6 0.8
C -3.371012 -0.510789 2.067068 -0.7 -0.1 0.6
C 1.891975 1.342774 3.562128 0.2 0.1 0.2
C 3.027601 0.044932 -5.751337 -0.1 0.0 0.1
H 2.656712 2.305422 -3.240685 0.1 0.0 0.0
C -5.657520 -1.077671 2.618959 -0.6 -0.3 -0.7
C -0.414979 1.782648 5.044177 -0.6 -0.4 -0.5
H 2.176866 -3.617695 -1.217569 0.0 0.1 0.0
H 3.714444 -2.200758 0.314866 0.1 -0.1 0.1
H 1.235970 -2.380456 2.322098 0.0 0.0 0.0
H -0.548871 3.210336 0.152140 0.0 0.0 -0.1
H 3.627591 -0.143152 -6.630086 0.1 0.0 0.0
C 3.016920 1.471609 -0.551165 0.1 0.0 0.0
C -5.120264 -1.645488 -1.031774 0.6 0.1 0.1
Br 0.937455 3.106232 7.173588 -0.1 -0.4 -0.7
H 1.360939 -2.501104 -2.339237 0.0 0.0 0.0
H 2.771198 1.161480 2.960171 0.1 0.0 -0.1
C 1.981841 1.981023 4.770846 0.5 0.0 -0.2
C 1.247877 -3.087420 -1.429523 -0.5 0.1 0.1
C 4.307291 1.061889 -0.261100 0.0 0.1 0.0
Pt -0.908529 -0.156835 0.689977 1.2 -0.3 0.1
C -4.056009 -1.578877 -1.907554 -0.6 -0.2 0.2
C -4.404173 -0.659684 3.015621 0.9 0.3 -0.4
C -0.543056 1.089416 3.824173 -0.2 0.3 0.3
N 0.594747 0.711547 -2.498276 0.1 -0.3 -0.4
C 3.267047 1.168227 -4.958097 0.1 0.1 0.0
C 0.653609 0.907799 3.025610 0.1 0.2 0.1
H 2.933085 2.322591 5.144622 0.1 0.0 0.1
H -1.950877 -1.132494 -2.108671 0.0 0.1 0.1
H -1.911684 1.054810 -2.482152 0.0 -0.1 -0.1
C -5.932372 -1.373272 1.294046 -0.1 0.0 0.5
C 1.994401 -0.831178 -5.421786 0.0 -0.1 -0.1
C 0.809711 2.208646 5.506307 0.4 0.3 0.5
H -1.388704 2.720809 -2.230135 0.0 0.0 0.0
O 0.679361 0.407432 1.841845 -0.3 0.0 0.1
H 0.400696 -1.253832 -4.064352 -0.1 0.0 0.1
H 0.663427 3.624758 -1.065172 0.0 0.0 0.0
H -6.435958 -1.178655 3.359895 -0.1 0.0 0.0
H -1.301451 1.977494 5.628019 -0.1 0.0 0.1
C 1.442129 0.542179 -3.489416 -0.2 -0.1 -0.5
H -4.187431 -1.847947 -2.943790 0.1 0.0 -0.1
H -2.337654 1.882996 -0.972791 0.1 0.1 0.0
H 0.531109 -3.776741 1.494338 0.0 0.0 0.0
H 4.068608 1.841477 -5.229095 0.0 0.1 0.0
C 1.219425 -0.596608 -4.316452 0.2 0.0 -0.1
C 0.404554 2.908992 -0.282995 -0.1 -0.4 0.0
C -4.919039 -1.301843 0.321063 0.3 0.1 -0.1
N -2.597287 -0.806389 -0.179432 -0.2 -0.1 -0.9
H 5.110981 1.781466 -0.278192 0.1 0.1 0.0
C -3.620525 -0.876889 0.709392 -0.6 -0.1 0.4
C 2.211104 -0.757991 -0.178324 0.0 0.0 0.1
H -6.098262 -1.973976 -1.344654 -0.1 0.0 -0.1
C -2.810035 -1.170138 -1.451655 0.4 0.2 0.6
N -2.125938 -0.040126 2.341788 0.0 -0.2 -0.6
H -2.634616 0.874848 4.123330 0.1 -0.1 0.0
C 4.557942 -0.262537 0.047312 0.2 0.0 0.1
H 1.156949 2.922225 0.501188 0.0 0.0 -0.1
H -4.214393 -0.467902 4.059462 0.1 0.0 0.1
H -6.918412 -1.689818 0.992585 -0.1 0.0 0.0
C 3.514173 -1.165649 0.084693 -0.1 -0.1 -0.1
H 2.851902 2.503615 -0.819244 -0.1 0.1 0.0
```
Positions in Å, forces in eV/Å.

ΔE to the lowest compared entry with this formula, charge and spin: 60.5 kcal per mole
⟨S²⟩: 6.114
DFT total energy: -4853.217241 hartree
orbital gap (alpha / beta): 5.12 / 4.74 eV
HOMO (alpha / beta): -8.15 / -10.36 eV
charge: +1
multiplicity: 5

Results of the Löwdin charge analysis, in e, for atoms 1 through 5: 0.110, 0.041, 0.043, -0.306, 0.878